Record 1
C3H12NOS | ωB97M-V/def2-TZVPD

Output
Relative energy (zero: lowest compared OMol25 entry of this formula, charge and spin) = 37.4 kcal/mol
HOMO level = -12.12 eV
Kohn-Sham gap = 8.7 eV
Max |F| = 0.07540 Eh/bohr
Charge = +1

Atoms and positions in Å:
C 0.2992 0.3156 -0.0635
C 0.2487 -0.8386 0.9710
C 0.3198 -0.4910 2.4162
S -0.1961 -1.9700 3.5059
N -0.6032 0.2616 -1.3378
H 1.3473 0.5523 -0.3756
H -0.1378 1.2460 0.4287
H -0.5223 -1.5202 0.7772
H 1.1112 -1.5516 0.7948
H 1.2878 -0.2132 2.6243
H -0.5096 0.1802 2.6625
H -0.9517 -1.4762 4.4049
H -1.0190 -0.7462 -1.4435
H -0.1799 0.4961 -2.3842
H -1.3100 0.9481 -1.1693
H 0.2114 1.0276 -4.4835
H 0.3215 2.3882 -3.6891
O 0.2826 1.3915 -3.6388

***

Record 2
C22H27F5N4O18P | ωB97M-V/def2-TZVPD

Output
HOMO level = -11.52 eV
Kohn-Sham gap = 8.1 eV
Max |F| = 0.03484 Eh/bohr
Charge = +1

Atoms and positions in Å:
C 0.6717 -1.2035 4.5496
C 0.9604 -0.1162 3.8305
N 0.1994 0.4240 2.7638
C 0.4268 1.7487 2.2248
C -0.0116 2.8527 2.8436
C -0.7851 -0.2826 2.1701
N -0.7180 -1.5392 1.6965
C -1.9162 -1.7717 1.1934
N -2.7315 -0.7189 1.3191
C -4.1042 -0.5078 0.8890
P -5.1321 -0.0092 2.3082
O -4.4164 1.0052 3.0883
O -5.4307 -1.3577 3.0784
O -6.5311 0.4871 1.7615
N -2.0093 0.2303 1.9610
H 0.2797 -2.1317 4.1540
H 0.9369 -1.1913 5.5976
H 1.8651 0.4481 4.0162
H 1.0498 1.8091 1.3369
H -0.4467 3.6349 2.2380
H 0.1005 3.0574 3.9041
H -2.2321 -2.6747 0.6966
H -4.4573 -1.3777 0.3401
H -4.1311 0.3332 0.1898
H -5.7569 -1.1374 3.9656
H -6.4781 0.9896 0.9398
H -2.3754 1.1452 2.2067
C 2.1990 -1.6429 -0.3556
C 2.6319 -3.0259 -0.7967
O 3.7959 -2.7453 -1.5454
C 4.3409 -1.5959 -1.0560
O 5.4296 -1.2047 -1.2989
O 3.4463 -0.9571 -0.2616
F 1.7108 -3.6176 -1.5954
H 1.5780 -1.1661 -1.1166
H 1.6840 -1.6341 0.6014
H 2.8820 -3.7089 0.0170
C -4.6564 -3.4872 5.1127
C -3.5895 -4.5573 5.0117
O -3.0265 -4.5380 6.2992
C -3.9916 -4.1150 7.1763
O -3.9341 -4.2172 8.3471
O -5.0265 -3.5589 6.4842
F -2.6370 -4.2314 4.0935
H -4.2299 -2.5062 4.9000
H -5.5124 -3.6717 4.4688
H -3.9627 -5.5585 4.7915
C 4.5600 -0.2675 -4.3494
C 3.0635 -0.1660 -4.5343
O 2.8858 1.2037 -4.8132
C 4.0408 1.6565 -5.3999
O 4.1320 2.6835 -5.9792
O 5.0366 0.7663 -5.2142
F 2.3834 -0.4806 -3.3837
H 4.8440 -0.0413 -3.3218
H 4.9696 -1.2315 -4.6358
H 2.6624 -0.7531 -5.3535
C 1.0811 -1.4903 -9.7708
C 0.3466 -0.9227 -8.5726
O 1.2817 -1.1289 -7.5279
C 2.5280 -1.1239 -8.0829
O 3.5339 -1.0155 -7.4643
O 2.4468 -1.2458 -9.4209
F -0.7905 -1.6003 -8.2934
H 0.9130 -2.5645 -9.8581
H 0.8337 -1.0025 -10.7084
H 0.1162 0.1417 -8.6399
C 1.4834 7.7902 1.9559
C 1.7689 6.6474 2.9097
O 0.8487 5.6578 2.4687
C 0.6192 5.8756 1.1406
O 0.0996 5.0857 0.4219
O 1.0606 7.0905 0.7780
F 1.4967 6.9627 4.1940
H 0.6662 8.4113 2.3240
H 2.3483 8.4100 1.7419
H 2.7815 6.2455 2.8491

***

Record 3
C31H33AsBrN3O2Pd | ωB97M-V/def2-TZVPD

Output
Relative energy (zero: lowest compared OMol25 entry of this formula, charge and spin) = 16.4 kcal/mol
HOMO level (spin up / spin down) = -6.77 / -6.77 eV
Kohn-Sham gap (spin up / spin down) = 5.8 / 5.8 eV
Max |F| = 0.01183 Eh/bohr

Atoms and positions in Å:
Pd 0.7359 1.0306 0.2801
O -1.1528 2.3580 3.1279
C -2.2240 1.5314 3.1057
C -3.4617 2.0537 3.4797
C -4.5904 1.2564 3.4803
C -4.4980 -0.0827 3.1207
C -3.2622 -0.5951 2.7647
C -2.1132 0.1890 2.7308
C -0.7605 -0.4622 2.4295
O 0.2555 0.4423 2.2620
N -0.8532 -1.4306 1.3180
N -0.7158 -1.0357 0.0756
C -0.8588 -1.8461 -0.9030
C -0.4772 -1.4844 -2.2626
Br 0.5388 0.1231 -2.4811
C -0.6685 -2.2145 -3.3649
C -1.4754 -3.4453 -3.4515
C -2.6874 -3.5982 -2.7789
C -3.4141 -4.7732 -2.8955
C -2.9465 -5.8083 -3.6916
C -1.7536 -5.6571 -4.3852
C -1.0293 -4.4825 -4.2714
H -0.3887 1.7625 2.8664
H -3.5102 3.0927 3.7807
H -5.5434 1.6786 3.7722
H -5.3724 -0.7184 3.1322
H -3.1840 -1.6456 2.5059
H -0.5360 -1.1279 3.2810
H -1.1244 -2.3857 1.5090
H -1.1598 -2.8837 -0.7484
H -0.1751 -1.9042 -4.2773
H -3.0790 -2.7809 -2.1876
H -4.3558 -4.8739 -2.3721
H -3.5152 -6.7239 -3.7821
H -1.3881 -6.4546 -5.0183
H -0.0999 -4.3655 -4.8149
C 4.1941 4.2302 0.8802
C 3.3054 3.7594 1.8323
C 2.8139 2.4614 1.7569
C 3.1771 1.6239 0.6893
C 4.0772 2.1154 -0.2739
C 4.5877 3.3928 -0.1633
N 2.5609 0.3853 0.5669
C 3.2169 -0.8079 0.3848
C 2.5529 -1.9419 -0.0921
C 3.2218 -3.1432 -0.2525
C 4.5721 -3.2576 0.0478
C 5.2371 -2.1384 0.5322
C 4.5785 -0.9344 0.7092
H 4.5928 5.2331 0.9525
H 3.0095 4.3915 2.6600
H 2.1818 2.0582 2.5396
H 4.3652 1.4738 -1.0971
H 5.2897 3.7513 -0.9058
H 1.5020 -1.8726 -0.3261
H 2.6745 -4.0011 -0.6249
H 5.0927 -4.1957 -0.0857
H 6.2875 -2.2021 0.7896
H 5.1151 -0.0837 1.1073
C -2.7826 3.1229 0.2318
As -0.9480 2.7773 -0.2721
C -1.0656 3.1824 -2.1690
C -0.1023 4.4030 0.3664
H -3.0891 4.0492 -0.2548
H -2.8385 3.2265 1.3105
H -3.4287 2.3058 -0.0846
H -1.5312 4.1621 -2.2788
H -1.6668 2.4287 -2.6743
H -0.0755 3.2014 -2.6198
H -0.6344 5.2701 -0.0266
H 0.9413 4.4303 0.0534
H -0.1408 4.4046 1.4553

***

Record 4
C14H37AsCl2N6OSSn | ωB97M-V/def2-TZVPD

Output
HOMO level = -13.43 eV
Kohn-Sham gap = 9.0 eV
Max |F| = 0.01883 Eh/bohr
Charge = +2

Atoms and positions in Å:
Sn -0.3241 0.7765 0.9695
N -0.4691 0.4549 -1.6168
C 0.4000 -0.6525 -1.9997
C 0.1566 -1.8255 -1.0529
N 0.4898 -1.5574 0.3558
C -0.1901 -2.5503 1.1979
C -0.4368 -2.1358 2.6468
N -1.1908 -0.8891 2.6939
C 1.9455 -1.6252 0.5024
C 2.4760 -1.1844 1.8672
N 1.8431 0.0624 2.3044
H -0.3379 1.2513 -2.2372
H -1.4398 0.1571 -1.7040
H 0.2040 -0.9966 -3.0257
H 1.4368 -0.3100 -1.9499
H -0.9120 -2.0454 -1.0988
H 0.7075 -2.7037 -1.4098
H -1.1793 -2.7158 0.7640
H 0.3539 -3.5022 1.1757
H -0.9833 -2.9592 3.1209
H 0.4882 -1.9872 3.1956
H -2.0867 -1.0303 2.2288
H -1.3813 -0.6347 3.6587
H 2.3019 -2.6461 0.3160
H 2.3622 -0.9731 -0.2617
H 2.2988 -1.9727 2.5975
H 3.5617 -1.0681 1.7849
H 1.7483 0.0737 3.3154
H 2.4434 0.8498 2.0754
C -4.4532 -2.7589 0.9939
As -4.0479 -1.2573 -0.1787
C -5.6219 -0.1427 -0.1450
C -3.8462 -1.9367 -1.9909
O -2.6857 -0.4500 0.2879
H -5.3348 -3.2620 0.5991
H -4.6850 -2.3801 1.9908
H -3.6364 -3.4777 1.0613
H -6.4634 -0.7323 -0.5010
H -5.4895 0.7310 -0.7810
H -5.8144 0.1826 0.8769
H -4.7971 -2.3508 -2.3155
H -3.0880 -2.7176 -2.0424
H -3.5690 -1.1174 -2.6551
C 2.4423 4.1674 -2.4862
N 3.0705 2.8976 -2.2605
C 4.0580 2.3383 -3.1685
C 4.5833 1.1203 -2.3952
N 3.5966 0.9733 -1.3279
C 2.8541 2.1072 -1.2204
S 1.8042 2.4695 0.0433
H 2.3644 4.3590 -3.5550
H 3.0098 4.9709 -2.0119
H 1.4516 4.1496 -2.0359
H 4.8369 3.0666 -3.3983
H 3.5733 2.0482 -4.1054
H 5.5753 1.3005 -1.9723
H 4.6107 0.2200 -3.0099
H 3.8789 0.4940 -0.4896
Cl -0.3253 2.2104 3.5897
C -0.5392 3.9494 3.6866
Cl -0.1677 4.6805 2.1175
H 0.1491 4.3371 4.4393
H -1.5792 4.1505 3.9458

***

Record 5
CH3ClN2 | ωB97M-V/def2-TZVPD

Output
Relative energy (zero: lowest compared OMol25 entry of this formula, charge and spin) = 99.3 kcal/mol
HOMO level = -9.32 eV
Kohn-Sham gap = 9.7 eV
Max |F| = 0.10349 Eh/bohr

Atoms and positions in Å:
C 0.3728 0.1409 0.0574
N -0.8562 -0.3950 -0.1739
N 1.4607 -0.6579 -0.1297
Cl 3.0233 0.0350 -0.0515
H 0.5120 1.1888 0.2553
H -0.1815 -1.7436 -0.3532
H -1.5485 -0.4131 0.5765

***

Record 6
C38H31N5O6PTi | ωB97M-V/def2-TZVPD

Output
Relative energy (zero: lowest compared OMol25 entry of this formula, charge and spin) = 1.9 kcal/mol
HOMO level (spin up / spin down) = -8.69 / -8.70 eV
Kohn-Sham gap (spin up / spin down) = 5.6 / 5.6 eV
Max |F| = 0.00666 Eh/bohr
Charge = +1

Atoms and positions in Å:
Ti 0.5839 -0.8282 -0.6586
O 1.6253 1.7043 -3.8647
C 1.2227 0.7085 -3.0805
O 1.2517 0.8115 -1.8273
C 0.7122 -0.4935 -3.5974
C 0.6368 -0.8623 -4.9331
C 0.0726 -2.0729 -5.2853
C -0.4616 -2.8602 -4.2566
C -0.3714 -2.4600 -2.9476
N 0.2816 -1.3013 -2.5524
C -0.9617 -3.1140 -1.8075
O -1.6340 -4.2559 -1.8777
O -0.8416 -2.5745 -0.7030
H 2.0014 2.3984 -3.3039
H 1.0245 -0.1725 -5.6710
H 0.0099 -2.3901 -6.3146
H -0.9687 -3.7853 -4.5062
H -1.6522 -4.6008 -2.7781
C -3.5664 0.8035 -1.2693
C -2.2181 0.4705 -1.4198
N -1.5094 -0.0789 -0.4530
C -2.1170 -0.3482 0.7245
C -3.4695 -0.0741 0.9598
C -4.1952 0.5272 -0.0810
C -4.0402 -0.4066 2.2316
C -3.2933 -0.9792 3.1985
C -1.9071 -1.2704 2.9836
C -1.0755 -1.8438 3.9584
C 0.2514 -2.0553 3.6763
C 0.7405 -1.7242 2.4098
N -0.0288 -1.2111 1.4665
C -1.3237 -0.9560 1.7507
H -4.0975 1.2632 -2.0907
H -1.7010 0.6517 -2.3554
H -5.2420 0.7648 0.0622
H -5.0869 -0.1864 2.3995
H -3.7260 -1.2268 4.1595
H -1.4858 -2.1045 4.9263
H 0.9210 -2.4807 4.4104
H 1.7786 -1.8816 2.1421
O 4.0053 1.0585 -0.2788
C 2.9755 0.8013 0.3022
O 2.3104 -0.3160 0.1568
C 2.3299 1.7517 1.3068
P 0.5536 1.8976 0.8491
C -0.3469 2.1884 2.4091
C 0.0670 1.6623 3.6324
C -0.7418 1.7653 4.7563
C -1.9811 2.3821 4.6740
C -2.4057 2.9051 3.4597
C -1.5970 2.8094 2.3380
C 0.4531 3.5266 0.0299
C 0.9360 4.6899 0.6285
C 0.8406 5.9076 -0.0245
C 0.2579 5.9783 -1.2847
C -0.2337 4.8298 -1.8857
C -0.1340 3.6092 -1.2297
H 2.8612 2.6985 1.3490
H 2.3969 1.2666 2.2822
H 1.0270 1.1711 3.7274
H -0.3956 1.3681 5.7024
H -2.6076 2.4666 5.5521
H -3.3659 3.4000 3.3884
H -1.9348 3.2292 1.3965
H 1.3778 4.6467 1.6169
H 1.2207 6.8038 0.4478
H 0.1868 6.9299 -1.7948
H -0.6917 4.8829 -2.8651
H -0.5091 2.7075 -1.6991
N 3.4045 -1.7377 -2.0299
C 2.9798 -2.8694 -1.3917
C 3.6679 -4.0838 -1.5689
C 3.2377 -5.2097 -0.9178
C 2.1201 -5.1296 -0.0867
C 1.4779 -3.9214 0.0107
N 1.8668 -2.8063 -0.6380
H 4.3034 -1.8168 -2.4780
H 3.3015 -0.8856 -1.4905
H 4.5433 -4.1027 -2.2043
H 3.7674 -6.1454 -1.0401
H 1.7510 -5.9878 0.4551
H 0.5848 -3.8261 0.6122

***

Record 7
H2NO4Sn | ωB97M-V/def2-TZVPD

Output
HOMO level = -11.99 eV
Kohn-Sham gap = 3.1 eV
Max |F| = 0.07643 Eh/bohr
Charge = +1

Atoms and positions in Å:
Sn -21.1549 21.1429 -8.3612
N -20.0302 23.2145 -3.5781
O -20.2409 23.6420 -2.4851
O -19.0275 23.4745 -4.1732
O -20.6233 22.2765 -4.0831
O -18.6950 17.7654 -9.8816
H -18.1834 17.0445 -10.2487
H -19.4768 17.8095 -10.4320

***

Record 8
C46H49BHfN13OS2 | ωB97M-V/def2-TZVPD

Output
Relative energy (zero: lowest compared OMol25 entry of this formula, charge and spin) = 0.0 kcal/mol
HOMO level = -15.19 eV
Kohn-Sham gap = 7.7 eV
Max |F| = 0.01759 Eh/bohr
Charge = +3

Atoms and positions in Å:
Hf 0.3548 0.3683 -0.0923
C 4.0067 -0.5611 -0.5227
C 3.3928 -0.6416 0.8359
C 4.0284 -1.0234 2.0088
C 3.0724 -0.9416 3.0105
C 3.2233 -1.2463 4.4612
N 1.9248 -0.5328 2.4489
N 2.1088 -0.3342 1.1057
B 0.5761 -0.2032 3.1242
N 0.2641 1.2915 2.8946
N 0.0972 1.7637 1.6211
C -0.0636 3.1003 1.7125
C -0.2783 3.9589 0.5116
C 0.0031 3.4785 3.0429
C 0.2113 2.3083 3.7650
C 0.3671 2.1454 5.2377
N -0.5052 -1.0834 2.4595
N -0.4633 -1.4004 1.1231
C -1.3401 -2.4058 0.9438
C -1.5591 -3.1217 -0.3490
C -1.9553 -2.7129 2.1507
C -1.4045 -1.8576 3.0891
C -1.6840 -1.7786 4.5500
H 4.8127 0.1744 -0.5152
H 4.4459 -1.5209 -0.7952
H 3.2846 -0.2836 -1.2876
H 5.0547 -1.3282 2.1237
H 4.2475 -1.5476 4.6652
H 2.9934 -0.3767 5.0761
H 2.5612 -2.0564 4.7664
H 0.6326 -0.4262 4.2889
H -0.5508 3.3685 -0.3644
H -1.0731 4.6801 0.6977
H 0.6284 4.5228 0.2834
H -0.0970 4.4726 3.4443
H 0.2170 3.1042 5.7270
H -0.3540 1.4343 5.6396
H 1.3642 1.7851 5.4916
H -1.0038 -2.6759 -1.1676
H -1.2356 -4.1581 -0.2450
H -2.6184 -3.1379 -0.6042
H -2.6877 -3.4822 2.3273
H -2.5286 -2.4177 4.7942
H -0.8248 -2.1132 5.1316
H -1.9212 -0.7597 4.8557
N 3.1680 3.2200 -1.9160
C 3.7786 3.3108 -0.6705
C 4.8992 4.0159 -0.2491
C 5.2135 3.9193 1.0895
C 4.4334 3.1520 1.9705
C 3.3285 2.4468 1.5422
C 3.0047 2.5246 0.1875
N 1.9544 1.9655 -0.5554
C 2.0901 2.4374 -1.7867
C 1.0415 2.2008 -2.7588
C 0.9284 2.6271 -4.0422
S -0.6145 2.2309 -4.6463
C -1.0099 1.5094 -3.1640
N -0.0706 1.5549 -2.2566
H 3.4396 3.7307 -2.7416
H 5.4894 4.6168 -0.9273
H 6.0720 4.4534 1.4718
H 4.7108 3.1194 3.0153
H 2.7373 1.8665 2.2354
H 1.6468 3.1605 -4.6438
H -1.9844 1.0746 -3.0043
S -6.5042 0.2017 -0.5333
C -4.7927 0.3755 -0.3615
C -4.1413 1.1574 0.5984
C -2.7676 1.2098 0.6179
N -1.9759 0.5470 -0.2497
C -2.6118 -0.2107 -1.1706
C -3.9715 -0.3238 -1.2650
C -7.1236 1.2347 0.7814
C -7.3557 0.7056 2.0398
C -7.8492 1.5644 3.0156
N -8.1051 2.8490 2.7958
C -7.8990 3.3334 1.5761
C -7.4088 2.5666 0.5249
H -4.7019 1.7220 1.3296
H -2.2686 1.8034 1.3699
H -1.9792 -0.7415 -1.8732
H -4.4095 -0.9535 -2.0286
H -7.1733 -0.3377 2.2581
H -8.0522 1.1982 4.0149
H -8.1379 4.3793 1.4254
H -7.2690 2.9959 -0.4576
C 1.9411 -4.7811 -4.1794
N 1.7997 -3.9669 -2.9812
N 1.2853 -2.7005 -3.0283
C 1.3363 -2.1717 -1.7837
O 0.8694 -0.9727 -1.5704
C 1.8960 -3.1243 -0.9366
C 2.1831 -4.2303 -1.7242
C 2.7991 -5.5283 -1.3398
C 0.7366 -2.1254 -4.2213
C 1.5682 -1.4244 -5.0808
C 1.0468 -0.9307 -6.2682
C -0.2915 -1.1366 -6.5789
C -1.1188 -1.8278 -5.7018
C -0.6048 -2.3285 -4.5145
H 1.0423 -4.7053 -4.7861
H 2.0709 -5.8138 -3.8717
H 2.8040 -4.4657 -4.7649
H 2.0454 -3.0297 0.1253
H 3.0732 -5.5113 -0.2886
H 3.6958 -5.7309 -1.9259
H 2.1012 -6.3524 -1.4957
H 2.6154 -1.2974 -4.8348
H 1.6917 -0.4096 -6.9632
H -0.6889 -0.7725 -7.5170
H -2.1554 -2.0021 -5.9568
H -1.2258 -2.9019 -3.8358